Density functional theory data (the ωB97M-V functional and the def2-TZVPD basis) for C6H9N3O2S as an isolated structure at a distorted geometry.

Geometry (Å):
C 2.65568 -2.47256 0.26840
C 1.74940 -1.59943 -1.35156
C 1.72445 0.64422 -0.37459
C -0.85485 -0.13725 1.04039
C -0.58491 1.18032 0.48303
C 0.33815 1.14578 -0.82152
N 2.21775 -2.77453 -0.96574
N 2.48076 -1.26576 0.75078
N 1.85463 -0.71387 -0.26984
O 3.92937 1.36136 0.59561
O 0.42890 2.40840 -1.24660
S 2.60066 1.86845 0.25805
H 3.18600 -3.30173 0.74536
H 1.40834 -1.26749 -2.27410
H -1.45759 -0.80941 0.44448
H -1.28245 -0.14424 2.05806
H 0.02728 -0.81845 1.03608
H -1.50225 1.62552 0.27563
H 0.07841 1.66757 1.25070
H -0.06816 0.40209 -1.51824
H -0.33868 2.85925 -1.00802

**E_tot**: -25765.219 eV
**Kohn-Sham gap (spin up / spin down)**: 8.4 / 8.4 eV
**Charge**: 0
**LUMO energy (spin up / spin down)**: -0.50 / -0.50 eV
**Energy above the lowest of the compared OMol25 structures with the same formula, charge and spin**: 3.6869 eV
**Strongest force on any atom**: 3.9 eV/A

---

Density functional theory data (the ωB97M-V functional and the def2-TZVPD basis) for a 2-piece molecular cluster, C6H6O3 overall at a distorted geometry.

Geometry (Å):
C 2.19826 0.45044 -0.61998
C 1.14264 -0.48419 -0.62323
C 1.92584 1.32283 0.38992
C 0.29877 -0.11494 0.40694
C -2.49649 0.48754 -0.26884
C -0.94583 -0.66531 0.84958
O 0.78516 0.98968 1.01585
O -2.95563 1.56460 -0.56685
O -1.34944 -1.88863 0.42805
H 3.03920 0.46745 -1.28292
H 1.03645 -1.31761 -1.28762
H 2.44918 2.18621 0.74859
H -2.94378 -0.45497 -0.64418
H -1.29969 -0.41928 1.83897
H -0.88464 -2.12380 -0.38429

**E_tot**: -12458.093 eV
**Kohn-Sham gap**: 8.0 eV
**Charge**: 0
**LUMO energy**: 0.53 eV
**Energy above the lowest of the compared OMol25 structures with the same formula, charge and spin**: 3.0108 eV
**Strongest force on any atom**: 3.1 eV/A

---

Density functional theory data (the ωB97M-V functional and the def2-TZVPD basis) for an isolated ion of composition CH5F2N2 and charge +1 at a distorted geometry.

Geometry (Å):
C 0.04550 -0.42525 -0.21624
N 1.32084 -0.03477 0.43746
N -1.09770 0.37014 0.29963
F 1.57112 1.17683 -0.12257
F 2.30258 -0.89666 0.00048
H -0.23689 -1.51947 -0.23794
H 0.33084 -0.31172 -1.34519
H -0.89374 0.50619 1.26182
H -2.02442 -0.08104 0.06445
H -1.31814 1.21574 -0.14191

**E_tot**: -9521.326 eV
**Kohn-Sham gap**: 11.3 eV
**Charge**: +1
**LUMO energy**: -4.47 eV
**Energy above the lowest of the compared OMol25 structures with the same formula, charge and spin**: 0.5689 eV
**Strongest force on any atom**: 5.1 eV/A
**Structure (SMILES)**: [NH3+]CN(F)F